This record from OMol25 describes an isolated molecule of C12H23BrNO. The level of theory is ωB97M-V/def2-TZVPD.

The geometry in XYZ format:
```
38
Properties=species:S:1:pos:R:3:forces:R:3:nbo_charge:R:1
C 3.068 -1.358 1.579 0.5 -0.6 -0.8 -0.65
C 2.184 -2.466 0.690 1.3 -0.5 0.3 -0.42
C 1.822 -1.953 -0.819 -0.4 -0.8 0.1 -0.45
C 0.545 -0.939 -0.946 0.6 0.8 2.0 0.01
Br -0.063 -1.107 -2.888 0.3 0.3 1.3 -0.02
C -0.711 -1.251 0.054 0.0 -1.2 -0.2 -0.49
C -1.840 -0.077 0.167 -2.5 -2.1 0.9 0.12
C -2.193 0.128 1.788 -0.3 0.1 -0.8 -0.64
C -3.241 -0.723 -0.481 0.6 -0.5 0.0 -0.62
N -1.579 1.193 -0.573 0.5 -1.2 -1.8 -0.07
O -2.159 1.272 -1.777 1.0 0.0 2.6 -0.33
C -0.175 1.702 -0.520 1.4 2.7 -1.0 0.11
C 0.046 2.699 0.805 -0.3 0.8 -0.7 -0.64
C -0.001 2.725 -1.832 0.4 -0.2 0.1 -0.62
C 1.021 0.600 -0.654 0.8 0.2 -0.4 -0.49
H 3.468 -0.544 0.807 -1.0 -1.5 1.9 0.21
H 2.466 -0.902 2.472 1.2 -0.7 -1.8 0.22
H 4.051 -1.904 1.977 -2.3 1.2 -0.6 0.22
H 2.935 -3.384 0.556 -1.8 1.9 0.1 0.22
H 1.274 -2.908 1.299 1.8 1.1 -1.4 0.22
H 1.572 -2.930 -1.459 0.6 2.3 1.3 0.24
H 2.775 -1.417 -1.273 -2.0 -1.1 0.8 0.23
H -0.390 -1.512 1.174 -0.2 0.7 -2.6 0.23
H -1.235 -2.239 -0.365 1.1 2.2 1.0 0.24
H -2.566 -0.914 2.218 0.9 2.2 -1.0 0.23
H -1.265 0.497 2.401 -1.9 -0.7 -1.1 0.22
H -3.096 0.888 1.837 2.0 -1.5 0.1 0.23
H -4.121 0.059 -0.521 1.9 -1.6 0.0 0.24
H -2.990 -1.190 -1.548 -0.7 1.3 2.3 0.24
H -3.539 -1.625 0.203 0.5 1.7 -1.1 0.20
H 1.170 2.728 1.165 -2.4 -0.3 -0.6 0.22
H -0.190 3.808 0.431 0.4 -2.4 0.9 0.22
H -0.716 2.489 1.668 1.7 0.2 -1.6 0.23
H 0.080 2.094 -2.841 -0.4 1.5 2.3 0.24
H -0.864 3.535 -1.884 1.8 -1.9 0.1 0.23
H 1.019 3.285 -1.666 -1.9 -1.1 -0.3 0.20
H 1.705 0.722 0.315 -1.6 -0.9 -2.0 0.24
H 1.734 0.915 -1.559 -1.6 -0.6 1.9 0.24
```
Forces are in eV/Å.

⟨S²⟩: 0.7545
Total energy: -3174.7764 hartree
Multiplicity: 2
E_HOMO (alpha / beta): -8.605 / -9.611 eV
Lowest unoccupied orbital energy (alpha / beta): 0.6 / 0.2 eV


This record from OMol25 describes C12H23BrNOZn as an isolated structure. The level of theory is ωB97M-V/def2-TZVPD.

The geometry in XYZ format:
```
39
Properties=species:S:1:pos:R:3:forces:R:3:nbo_charge:R:1
C 3.261 -0.822 1.573 0.2 0.0 0.1 -0.66
C 3.286 -0.059 0.244 -0.3 0.0 -0.3 -0.22
Br 3.934 -1.223 -1.216 -0.2 0.1 0.1 -0.01
C 1.987 0.688 -0.183 -0.2 -0.2 0.3 -0.43
C 0.862 -0.082 -0.950 0.4 0.3 0.1 -0.24
C 0.300 -1.359 -0.276 0.3 0.1 -0.1 -0.45
C -1.020 -1.260 0.508 -1.3 1.0 -0.2 0.15
C -0.991 -1.942 1.849 0.0 -0.3 0.3 -0.66
C -2.242 -1.678 -0.300 -0.1 -0.3 0.0 -0.65
N -1.189 0.320 0.791 2.8 0.1 0.0 0.35
O -0.731 0.679 1.821 -1.1 0.0 -0.3 -0.09
C -1.247 1.438 -0.356 0.1 -0.8 0.5 0.12
C -2.677 1.570 -0.815 -0.7 0.1 -0.7 -0.65
C -0.766 2.749 0.249 0.2 0.0 0.2 -0.65
C -0.238 0.889 -1.419 -0.3 0.0 -0.1 -0.37
H 3.192 -1.904 1.449 -0.2 0.1 -0.1 0.24
H 2.455 -0.473 2.224 0.0 0.0 -0.1 0.21
H 4.190 -0.654 2.122 -0.1 0.0 -0.1 0.26
H 4.069 0.693 0.279 -0.1 0.1 0.1 0.25
H 1.585 1.144 0.737 0.2 -0.1 -0.2 0.21
H 2.282 1.517 -0.836 0.0 -0.1 0.1 0.23
H 1.369 -0.416 -1.864 0.0 -0.1 0.0 0.23
H 0.131 -2.140 -1.026 0.0 0.1 0.0 0.24
H 1.068 -1.747 0.382 0.1 -0.1 0.2 0.27
H -0.103 -1.698 2.431 -0.1 0.0 -0.1 0.25
H -0.995 -3.026 1.671 0.1 0.3 0.0 0.27
H -1.884 -1.716 2.442 0.1 0.0 -0.1 0.25
H -3.188 -1.365 0.157 0.2 0.0 0.0 0.25
H -2.223 -1.331 -1.336 0.1 0.0 0.1 0.19
H -2.245 -2.773 -0.313 0.0 0.2 -0.1 0.27
H -2.763 2.484 -1.421 0.0 -0.3 0.2 0.26
H -3.037 0.744 -1.432 0.1 0.0 0.1 0.22
H -3.373 1.684 0.020 0.2 0.1 0.0 0.26
H 0.273 2.713 0.589 -0.3 0.0 -0.1 0.24
H -1.388 3.071 1.089 0.0 -0.1 -0.2 0.26
H -0.855 3.499 -0.543 0.1 -0.1 0.1 0.26
H -0.834 0.360 -2.226 -0.1 0.1 0.4 0.10
H 0.206 1.763 -1.912 0.0 -0.1 0.1 0.26
Zn -0.461 -0.338 -4.200 0.1 0.0 -0.2 0.97
```
Forces are in eV/Å.

⟨S²⟩: 0.7512
Charge: +2
Total energy: -4953.5946 hartree
ΔE to the lowest compared entry with this formula, charge and spin: 0.000 eV
Multiplicity: 2
E_HOMO (alpha / beta): -15.591 / -15.588 eV
Lowest unoccupied orbital energy (alpha / beta): -8.9 / -11.7 eV


This record from OMol25 describes C12H23N2O2P2SSn as an isolated structure. The level of theory is ωB97M-V/def2-TZVPD.

The geometry in XYZ format:
```
43
Properties=species:S:1:pos:R:3:forces:R:3:nbo_charge:R:1
Sn -0.042 -0.354 1.388 -0.7 -0.9 -1.2 0.98
P -2.394 0.258 0.600 0.2 0.2 -0.9 1.05
C -2.107 0.475 -1.154 -0.1 1.8 1.2 -0.95
C -0.861 1.163 -1.480 -0.1 -0.5 0.5 0.27
N 0.231 0.988 -0.665 0.0 -0.7 -0.1 -0.58
C 1.449 1.394 -1.068 -0.1 0.6 -0.6 0.24
C 1.623 2.139 -2.234 0.4 -0.6 0.5 -0.29
C 0.519 2.369 -3.052 -0.7 0.0 0.1 -0.11
C -0.727 1.887 -2.679 0.4 0.3 0.0 -0.26
C 2.658 1.059 -0.223 0.3 0.0 0.4 -0.76
P 2.445 -0.450 0.805 0.1 0.5 -0.8 1.01
H -1.630 2.061 -3.268 0.4 -0.1 0.1 0.24
H 2.628 2.481 -2.488 -0.4 -0.1 0.0 0.23
H 0.632 2.929 -3.976 0.0 -0.1 0.1 0.24
H 3.532 0.890 -0.868 -0.2 0.2 0.1 0.26
H 2.915 1.894 0.449 -0.1 -0.2 -0.1 0.27
H -2.009 -0.897 -1.952 0.3 -0.9 -0.2 0.49
H -2.969 0.893 -1.690 0.2 -0.1 0.1 0.25
H -0.890 -2.501 -1.348 0.8 -0.7 0.6 0.52
O -1.745 -1.838 -2.327 -1.0 0.2 -1.0 -1.01
H -2.369 -2.116 -3.026 0.5 0.2 0.6 0.50
H -0.322 -2.113 1.165 0.2 1.1 0.9 -0.02
O -0.200 -2.762 -0.618 -0.2 -0.2 -0.5 -1.03
H -0.098 -3.726 -0.588 -0.2 0.4 -0.2 0.49
C 2.848 -1.814 -0.312 0.2 -0.3 0.1 -0.96
H 3.847 -1.654 -0.744 -0.3 -0.1 0.1 0.25
H 2.839 -2.752 0.256 0.1 0.2 -0.1 0.26
H 2.089 -1.917 -1.098 0.1 0.2 0.2 0.30
C 3.647 -0.365 2.151 0.1 -0.1 0.1 -0.95
H 3.579 -1.301 2.725 0.1 0.2 -0.2 0.27
H 4.665 -0.238 1.748 -0.4 -0.1 0.2 0.26
H 3.386 0.462 2.827 0.1 -0.2 -0.3 0.27
C -3.028 1.681 1.554 -0.3 0.1 0.1 -0.96
H -4.068 1.904 1.266 0.4 -0.1 0.1 0.26
H -2.983 1.447 2.630 -0.1 0.0 -0.4 0.26
H -2.409 2.575 1.396 -0.1 -0.3 -0.1 0.26
C -3.567 -1.107 0.784 0.0 -0.1 0.3 -0.95
H -3.768 -1.268 1.853 -0.1 0.0 -0.3 0.26
H -4.500 -0.856 0.254 0.3 -0.1 0.2 0.26
H -3.131 -2.019 0.354 -0.1 0.3 0.1 0.27
S 0.327 1.369 3.097 -0.1 -0.1 0.0 -0.10
C 0.067 0.249 4.338 -0.4 -1.9 2.4 -0.01
N -0.109 -0.519 5.216 0.4 1.9 -2.3 -0.28
```
Forces are in eV/Å.

Charge: +1
Total energy: -2025.9886 hartree
ΔE to the lowest compared entry with this formula, charge and spin: 0.000 eV
E_HOMO: -10.778 eV
Lowest unoccupied orbital energy: -3.2 eV


This record from OMol25 describes C12H23N2O3P2Sn as an isolated structure. The level of theory is ωB97M-V/def2-TZVPD.

The geometry in XYZ format:
```
43
Properties=species:S:1:pos:R:3:forces:R:3:lowdin_charge:R:1
Sn 0.180 0.181 0.182 1.3 -1.5 -0.6 1.11
P 0.014 1.489 -2.001 1.3 0.6 -0.1 0.83
C -1.747 1.800 -2.005 -0.1 -3.0 -1.8 -0.21
C -2.549 0.666 -1.523 0.3 0.5 0.0 -0.30
N -2.027 -0.172 -0.569 -0.1 0.1 1.0 0.00
C -2.844 -1.021 0.091 0.7 0.0 0.0 -0.27
C -4.171 -1.200 -0.284 -0.5 0.2 -0.2 0.06
C -4.693 -0.422 -1.311 0.0 -0.5 0.0 0.06
C -3.875 0.511 -1.929 0.0 0.5 -0.2 0.06
C -2.313 -1.813 1.276 0.3 -0.1 -0.3 -0.23
P -0.928 -0.998 2.145 -0.7 -0.4 0.7 0.82
H -4.227 1.171 -2.719 -0.2 -0.2 0.2 0.15
H -4.770 -1.945 0.241 0.0 0.3 -0.2 0.16
H -5.718 -0.554 -1.639 0.0 0.0 0.1 0.15
H -3.100 -1.982 2.028 0.1 0.0 -0.3 0.13
H -1.960 -2.807 0.958 -0.1 0.2 0.0 0.13
H -2.046 2.915 -1.108 -0.6 2.2 2.2 0.02
H -2.104 2.264 -2.936 -0.1 0.1 0.4 0.14
H -1.339 3.462 0.883 0.8 0.1 1.0 0.03
O -2.198 3.617 -0.287 0.0 -1.2 -1.5 -0.05
H -2.759 4.350 -0.587 0.1 0.0 0.0 0.12
H 0.168 1.755 1.085 -0.5 1.3 0.6 0.06
O -0.577 3.330 1.604 -0.1 -0.9 -1.0 -0.03
H -0.950 3.285 2.501 0.0 0.0 -0.1 0.09
C -1.705 0.158 3.301 0.3 0.3 -0.1 -0.20
H -2.356 -0.412 3.980 0.2 0.1 -0.1 0.09
H -0.920 0.667 3.877 -0.3 -0.1 0.0 0.08
H -2.297 0.912 2.761 0.1 -0.3 0.1 0.06
C -0.011 -2.254 3.049 0.5 0.1 -0.2 -0.18
H 0.805 -1.766 3.601 -0.2 -0.2 0.0 0.08
H -0.680 -2.770 3.753 0.1 0.2 -0.2 0.10
H 0.426 -2.973 2.342 -0.1 0.1 0.2 0.08
C 0.676 0.464 -3.345 -0.4 -0.4 -0.2 -0.17
H 0.587 1.007 -4.296 0.0 0.0 0.2 0.09
H 1.732 0.220 -3.156 -0.3 0.3 0.1 0.08
H 0.126 -0.482 -3.422 0.1 0.2 0.0 0.08
C 0.886 3.067 -2.008 0.0 0.0 0.3 -0.18
H 1.971 2.893 -2.044 -0.3 0.0 0.0 0.09
H 0.573 3.626 -2.902 0.1 -0.1 0.2 0.10
H 0.637 3.639 -1.105 0.1 0.0 -0.2 0.06
O 3.979 -1.822 0.041 -3.3 0.7 -0.5 0.21
C 2.839 -1.523 -0.103 4.3 -0.6 0.8 -0.42
N 1.684 -1.212 -0.239 -2.9 1.5 0.0 -0.07
```
Forces are in eV/Å.

Charge: +3
Total energy: -1702.1382 hartree
ΔE to the lowest compared entry with this formula, charge and spin: 1.265 eV
E_HOMO (alpha / beta): -19.460 / -19.391 eV
Lowest unoccupied orbital energy (alpha / beta): -13.2 / -14.1 eV


This record from OMol25 describes a 2-piece molecular cluster, C12H23N3 overall. The level of theory is ωB97M-V/def2-TZVPD.

The geometry in XYZ format:
```
38
Properties=species:S:1:pos:R:3:forces:R:3:nbo_charge:R:1
C 1.494 1.462 0.901 0.0 0.1 1.3 -0.17
C 3.644 1.715 0.273 2.3 0.6 -3.0 0.28
C 2.264 1.868 1.927 1.1 0.5 1.0 -0.06
C 2.358 1.281 -0.298 -1.8 -0.7 -0.4 -0.29
C -8.936 0.860 1.010 -0.7 3.9 -1.1 0.14
C 1.503 1.756 -1.795 4.9 0.7 2.1 0.28
C 2.087 -1.718 1.199 0.3 2.2 0.8 -0.66
C 4.523 -1.065 0.532 -3.4 1.4 -1.4 -0.62
C 2.966 -2.627 -0.822 -0.6 0.0 -2.2 -0.64
C -9.010 -0.640 -0.992 1.9 0.2 1.2 -0.43
C 2.453 -0.149 -0.936 1.8 -3.6 0.3 -0.40
C 2.997 -1.354 -0.027 0.0 1.4 2.1 -0.01
N 2.104 1.980 -2.821 1.2 0.2 -1.6 -0.52
N 3.679 2.004 1.526 -3.1 0.2 -0.1 -0.46
N -8.972 0.672 -0.253 -1.3 0.1 1.4 -0.39
H 0.407 1.305 1.009 0.9 0.0 -0.3 0.26
H 4.542 1.812 -0.340 -0.1 -0.2 0.2 0.24
H 2.189 2.128 2.975 -1.0 -0.2 -0.2 0.25
H -8.757 0.157 1.726 0.2 -2.4 1.6 0.22
H -9.124 1.942 1.394 0.7 -2.0 -0.8 0.24
H 0.519 1.885 -1.696 -4.0 0.1 1.0 0.19
H 1.889 -0.924 1.932 0.3 0.4 -0.5 0.20
H 2.299 -2.490 1.896 1.7 -1.2 0.1 0.24
H 1.130 -2.063 0.970 -1.9 -0.2 -1.4 0.21
H 4.745 -1.972 0.962 1.1 -1.9 1.1 0.23
H 5.064 -0.917 -0.388 0.9 0.3 0.1 0.21
H 4.603 -0.262 1.305 0.0 -0.8 -0.9 0.20
H 3.682 -3.193 -0.309 0.3 -2.0 0.9 0.23
H 3.422 -2.649 -1.839 -0.4 0.7 0.3 0.22
H 1.912 -3.052 -0.940 1.6 0.3 0.5 0.23
H -7.968 -0.678 -1.300 0.1 -0.8 -0.3 0.24
H -9.324 -1.550 -0.429 0.4 1.2 0.2 0.27
H -9.599 -0.583 -1.853 -1.1 0.6 -1.2 0.26
H 3.233 -0.239 -1.796 -1.4 1.0 1.2 0.24
H 1.512 -0.613 -1.347 0.5 1.3 0.3 0.25
H 3.124 1.882 -2.790 -0.4 0.1 -0.2 0.37
H 4.410 2.435 2.131 -0.6 -0.7 -1.0 0.48
H -9.067 1.592 -0.698 -0.2 -0.9 -1.0 0.45
```
Forces are in eV/Å.

Charge: +2
Total energy: -634.5508 hartree
ΔE to the lowest compared entry with this formula, charge and spin: 0.000 eV
E_HOMO: -14.620 eV
Lowest unoccupied orbital energy: -6.7 eV


This record from OMol25 describes a 2-piece molecular cluster, C12H23NO6 overall. The level of theory is ωB97M-V/def2-TZVPD.

The geometry in XYZ format:
```
42
Properties=species:S:1:pos:R:3:forces:R:3:nbo_charge:R:1
C 1.785 -2.830 1.232 0.0 0.1 -0.1 -0.60
C 2.151 -1.500 1.893 0.1 -0.1 -0.1 -0.40
C 2.505 -0.416 0.861 -0.1 -0.2 0.1 -0.41
C 2.015 0.981 1.234 0.0 0.1 0.0 -0.40
C 1.968 1.963 0.053 0.1 0.0 0.2 -0.39
C 0.590 2.087 -0.596 0.2 -0.2 -0.2 -0.39
C -0.012 0.757 -1.035 -0.2 0.1 0.0 -0.40
C -1.311 0.925 -1.820 0.0 0.0 -0.1 -0.40
C -2.027 -0.410 -2.055 0.2 -0.1 0.1 -0.43
C -2.989 -0.898 -0.961 0.2 0.2 -0.1 0.06
O -4.329 -0.977 -1.482 -0.1 -0.1 0.2 -0.48
C -5.100 -0.025 -0.924 0.4 -0.1 0.2 0.97
O -6.261 0.109 -1.079 -0.3 0.2 -0.3 -0.55
O -4.326 0.772 -0.106 -0.2 -0.1 0.0 -0.50
C -3.203 0.014 0.248 0.3 -0.3 0.1 0.32
O -3.512 -0.841 1.340 -0.2 0.1 0.0 -0.44
N -3.837 -0.036 2.495 0.1 -0.1 -0.1 0.39
O -4.257 -0.706 3.336 0.0 0.0 0.1 -0.22
H 1.824 -3.667 1.928 0.0 0.0 0.0 0.21
H 0.778 -2.790 0.811 0.0 0.0 0.0 0.20
H 2.468 -3.045 0.407 0.0 -0.1 0.0 0.20
H 1.312 -1.157 2.503 0.0 -0.1 0.1 0.19
H 2.996 -1.669 2.563 0.0 0.1 0.1 0.20
H 3.587 -0.385 0.721 -0.1 0.0 -0.1 0.23
H 2.088 -0.713 -0.106 0.0 0.1 0.0 0.19
H 2.662 1.391 2.013 0.0 -0.1 0.1 0.21
H 1.014 0.915 1.678 0.0 0.0 0.0 0.18
H 2.703 1.663 -0.700 0.0 0.0 0.0 0.20
H 2.275 2.951 0.403 0.0 0.1 -0.1 0.21
H -0.085 2.596 0.099 -0.1 0.0 -0.1 0.19
H 0.685 2.711 -1.491 -0.1 0.2 0.1 0.20
H 0.709 0.232 -1.669 0.0 -0.1 0.1 0.20
H -0.198 0.117 -0.164 0.1 0.0 0.0 0.19
H -1.085 1.364 -2.794 0.0 0.0 0.0 0.21
H -1.960 1.649 -1.320 -0.1 0.0 -0.1 0.20
H -1.264 -1.182 -2.177 0.0 0.0 -0.1 0.21
H -2.583 -0.388 -2.991 -0.1 0.0 0.0 0.24
H -2.701 -1.883 -0.603 -0.2 -0.1 -0.1 0.22
H -2.366 0.651 0.514 -0.1 0.2 -0.1 0.19
O 5.418 0.512 -0.571 0.1 0.0 -0.1 -0.94
H 5.624 1.081 -1.320 0.0 0.0 0.0 0.47
H 6.249 0.074 -0.363 0.0 0.0 0.0 0.47
```
Forces are in eV/Å.

Total energy: -977.1618 hartree
SMILES string: CCCCCCCCC[C@@H]1OC(=O)O[C@H]1ON=O.O
ΔE to the lowest compared entry with this formula, charge and spin: 2.031 eV
E_HOMO: -10.761 eV
Lowest unoccupied orbital energy: -0.1 eV


What is the total energy in the first record? -3174.7764 hartree